(1)
Density functional theory data (ωB97M-V/def2-TZVPD) for a 12-piece molecular cluster, C3H32N2O12 overall in a non-equilibrium geometry.

**Highest occupied orbital energy**: -9.0 eV
**SMILES**: NCCNCO.O.O.O.O.O.O.O.O.O.O.O
**Energy relative to the best compared isomer or geometry (same formula, charge and spin)**: 5.999 eV
**Total charge**: 0
**Lowest unoccupied orbital energy**: 0.023 eV
**DFT total energy**: -31176.0702 eV
**HOMO-LUMO gap**: 9.059 eV

Structure (XYZ):
```
49
Properties=species:S:1:pos:R:3:forces:R:3
C 0.5955 1.4096 1.1958 -1.79 2.37 -1.26
N -0.3822 1.8952 2.2666 0.29 -2.81 0.73
C -0.5975 0.7566 3.2356 -1.59 0.37 0.70
O -1.0341 -0.5216 2.6245 2.05 1.03 0.88
C 0.1179 0.8101 -0.2180 -0.58 -0.56 -1.77
N 1.2384 0.0340 -0.8685 1.34 1.76 2.87
H 1.2472 0.7516 1.7005 0.92 -0.89 0.33
H 1.1686 2.3404 0.9019 -0.32 -1.15 0.32
H -1.2984 2.1681 1.9614 -0.12 0.17 -1.00
H 0.3052 0.7997 3.8969 -0.39 -1.13 -0.82
H -1.4847 0.8163 3.9790 1.35 1.13 -1.37
H -0.2396 -0.9634 2.2835 -0.32 -0.04 -0.04
H -0.6926 -0.0493 -0.2738 0.82 3.04 0.97
H -0.0691 1.7523 -0.9695 -0.09 -2.27 2.20
H 1.0837 -0.0926 -1.8233 -0.79 -0.14 -1.84
H 2.0105 0.7205 -0.8308 -0.05 -0.91 -0.20
H -1.9638 2.0215 -0.6670 -0.23 0.16 0.01
H -2.8414 1.1825 0.1945 -0.42 -2.24 0.27
O -2.6118 2.0597 0.0475 1.06 2.92 -0.66
H -0.7083 2.3386 -2.6534 1.09 0.27 0.17
H -1.8097 2.1064 -3.6224 -0.22 -0.13 0.73
O -1.6101 2.0552 -2.6662 -0.80 -0.11 -1.29
H 3.3122 -1.7120 -1.5183 0.91 -1.04 -4.04
H 2.9316 -1.5875 -3.0882 0.46 -0.29 0.53
O 3.6087 -2.0076 -2.5203 -1.47 1.37 3.45
H 4.7483 1.2015 -0.0059 -2.73 -1.29 0.86
H 3.6581 0.2198 0.7029 -0.07 -2.12 3.04
O 3.7703 0.9026 0.1232 3.19 4.71 -3.83
H -2.5675 -1.4824 1.1255 0.62 -0.70 0.13
H -3.2347 -0.1843 1.1376 1.10 -0.82 -1.51
O -2.5960 -0.7232 0.5492 -2.38 0.92 1.04
H -0.9731 -3.6850 -1.1604 -0.27 1.49 -1.41
H -1.8587 -4.1312 -0.0612 -1.13 0.48 0.82
O -1.1581 -4.4176 -0.6108 0.63 -2.33 -0.09
H 3.5993 -1.1954 0.6693 0.24 -0.77 0.93
H 2.3284 -1.6186 1.1623 -0.57 -0.22 0.64
O 3.1468 -1.2633 1.5399 0.23 -0.25 -1.51
H -4.6371 1.9898 1.0140 0.48 1.72 1.07
H -4.9242 1.2947 -0.2468 0.50 -1.27 3.42
O -4.7739 1.0936 0.7916 -1.71 -0.74 -4.07
H 0.2648 -4.3140 1.1392 -0.41 -1.07 1.08
H 0.4836 -3.5810 -0.0479 0.97 0.89 3.42
O 0.6777 -3.4776 0.9938 0.10 0.62 -3.86
H 3.2986 2.5057 -2.0013 -1.38 1.54 -0.32
H 2.2344 3.7379 -2.3241 0.34 3.45 0.52
O 2.4321 2.8555 -2.3374 0.92 -5.02 -0.15
H -0.7359 -1.4726 -1.1848 -0.05 0.20 0.07
H -2.1088 -1.4675 -1.7328 -6.45 3.56 0.89
O -1.3507 -1.8716 -1.8030 6.74 -3.85 -1.07
```
Positions in Å, forces in eV/Å.



(2)
Density functional theory data (ωB97M-V/def2-TZVPD) for a 14-piece molecular cluster, C3H32O14S overall in a non-equilibrium geometry.

**Highest occupied orbital energy**: -8.7 eV
**Energy relative to the best compared isomer or geometry (same formula, charge and spin)**: 0.000 eV
**Total charge**: 0
**Lowest unoccupied orbital energy**: -0.068 eV
**DFT total energy**: -43130.0875 eV
**HOMO-LUMO gap**: 8.625 eV

Structure (XYZ):
```
50
Properties=species:S:1:pos:R:3:forces:R:3
O -1.3779 0.1042 -0.7968 0.10 -0.05 0.06
C -1.2364 -0.8768 -0.0927 -0.96 0.95 -0.95
C -2.3774 -1.7565 0.2912 -0.57 1.31 -0.30
C -1.8919 -3.0750 0.7538 -1.82 -2.73 -0.26
S -0.5048 -2.8986 1.8946 -0.71 -0.38 0.96
H -0.2571 -1.1309 0.2438 0.82 -0.24 0.49
H -3.0965 -1.7531 -0.5345 0.25 -0.39 -0.18
H -2.9664 -1.2617 1.0793 0.51 0.05 0.14
H -2.7886 -3.6407 1.1637 1.18 0.70 0.23
H -1.6356 -3.7797 -0.0777 0.32 0.99 0.50
H 2.8098 -1.5645 -2.1201 0.01 0.02 -0.37
H 3.2354 -1.5157 -0.4162 1.51 -0.24 1.63
H 4.3329 -1.8945 0.8091 0.15 0.52 -0.51
O 3.5175 -2.0978 0.3550 -1.10 -0.64 -0.01
H 2.1678 0.7346 3.3356 -0.66 -0.12 0.01
H 3.0421 -0.1529 2.3764 -0.41 -0.54 0.06
O 2.9902 0.6692 2.8589 1.38 0.61 -0.04
H 0.9058 1.1609 0.2208 -0.72 0.65 -0.37
H 2.1063 1.1301 1.1067 0.26 0.01 0.66
O 1.4860 0.5506 0.6628 0.10 -0.88 -0.63
H 1.4475 3.1105 -0.7165 0.25 0.06 0.62
H 0.8047 3.4953 0.7004 0.49 0.23 0.21
O 0.6501 3.1201 -0.1605 -1.36 -0.12 -0.54
H 3.1388 2.6207 -2.2197 0.26 -0.38 0.35
H 3.3739 1.7929 -0.8651 -0.42 0.51 -0.76
O 2.8443 2.4891 -1.3094 0.70 -0.24 -0.10
H -2.1587 1.2949 2.1880 -0.12 -0.90 0.64
H -2.1866 0.4556 3.4968 0.08 0.10 -0.17
O -1.6789 0.5826 2.6856 0.21 0.44 -0.29
H -3.4720 1.3744 0.7108 -0.08 0.81 0.00
H -3.4949 2.8026 1.3864 -0.03 0.20 -0.64
O -3.6135 1.8669 1.5399 -0.21 -0.53 0.04
H -1.0487 2.1356 -2.9504 -0.19 -0.36 -0.06
H -0.3725 2.6695 -4.1619 0.14 -0.08 -0.35
O -0.7568 1.8545 -3.8258 0.21 0.25 0.04
H 2.1013 -0.3971 -1.4259 0.58 0.22 -0.03
H 0.6049 -1.8433 -1.4732 0.01 0.20 0.35
O 2.9868 -0.7079 -1.7069 -1.01 0.26 -0.47
H 0.4160 3.0294 3.4514 0.55 0.01 0.41
H -0.2172 1.8219 2.8952 0.44 -0.93 0.42
O 0.5899 2.0812 3.3881 -0.89 0.85 -0.55
H 0.1321 -2.2282 -2.8585 -0.20 -0.08 0.23
H 0.2680 -3.5035 1.0457 1.16 -0.46 -0.46
O 0.3573 -2.6086 -1.9854 0.22 -0.35 -0.20
H -2.4198 3.1791 -1.7780 0.65 0.56 -0.24
H -1.7050 1.7431 -1.3771 -0.55 0.77 0.25
O -2.4997 2.3212 -1.3885 -0.49 -1.01 0.43
H -0.2424 -0.3459 -4.2052 0.18 -0.48 0.19
H -1.4843 -1.1624 -4.2483 0.99 -0.56 0.24
O -0.5107 -1.2863 -4.1322 -1.27 1.40 -0.72
```
Positions in Å, forces in eV/Å.



(3)
Density functional theory data (ωB97M-V/def2-TZVPD) for a 13-piece molecular cluster, C3H33NO13S2 overall in a non-equilibrium geometry.

**Highest occupied orbital energy**: -8.7 eV
**Energy relative to the best compared isomer or geometry (same formula, charge and spin)**: 1.495 eV
**Total charge**: 0
**Lowest unoccupied orbital energy**: -0.189 eV
**DFT total energy**: -53423.9218 eV
**HOMO-LUMO gap**: 8.486 eV

Structure (XYZ):
```
52
Properties=species:S:1:pos:R:3:forces:R:3
N -0.9316 0.7809 0.3872 -2.07 0.18 0.72
C -2.2298 0.5271 1.1987 0.92 3.78 -2.39
C -2.0160 1.1906 2.5553 0.99 -1.12 -0.58
O -0.7447 0.7130 2.9993 -0.38 -0.80 0.60
C -3.2073 1.5456 0.3689 0.56 -1.60 1.67
S -3.2567 0.9946 -1.3117 -2.03 -1.30 -0.45
S -2.1664 2.0106 -2.6188 1.10 0.44 0.00
H -0.4719 -0.0814 0.3436 1.08 -1.56 -0.15
H -0.3641 1.3702 0.9648 0.43 0.27 0.33
H -2.5014 -0.5230 1.1801 -0.30 0.26 -0.01
H -1.9227 2.2213 2.2936 -0.01 1.04 0.35
H -2.7493 1.0332 3.3294 -0.57 -0.11 0.01
H -0.2978 1.3831 3.4937 0.25 0.67 0.44
H -2.9415 2.6070 0.4487 0.33 -0.40 0.10
H -4.1999 1.4185 0.8015 -0.38 0.18 -0.41
H -1.0173 1.3115 -2.4160 -0.14 0.31 -0.14
H 3.4103 -0.3929 1.8052 0.43 0.31 -0.93
H 2.0969 0.4948 1.4274 1.28 -0.97 0.41
O 2.5592 -0.0756 2.0835 -1.75 0.53 0.73
H 0.2026 -1.3773 -3.8649 0.14 0.49 0.71
H -0.7761 -0.7364 -4.8801 0.20 -0.08 0.31
O -0.2547 -1.5206 -4.6810 -0.59 -0.56 -1.64
H 2.1797 -3.0732 -0.8861 -0.13 -0.13 0.30
H 2.0546 -1.7741 -1.6253 -0.57 0.21 0.62
O 1.9292 -2.1559 -0.7206 0.37 -0.15 -1.11
H -2.2562 -2.5926 1.8825 -1.52 0.35 -0.34
H -3.1854 -2.7159 0.6809 -0.05 0.19 0.76
O -3.1898 -2.3632 1.5952 1.46 -0.76 -0.21
H 1.4047 2.1254 -0.0209 -0.28 1.22 -0.15
H 0.9400 3.6489 -0.1427 -0.11 -0.45 0.28
O 1.5196 2.9708 -0.5006 0.44 -0.58 -0.25
H 0.7435 -1.7518 2.9504 0.89 -0.04 -0.32
H -0.5672 -1.1660 3.2989 0.31 -1.22 -0.62
O -0.1670 -2.0279 2.9788 -1.16 1.14 0.67
H 1.6417 3.2716 2.8171 0.00 0.03 -0.35
H 1.7198 1.7707 3.0491 -0.09 0.49 -1.07
O 1.4183 2.4384 2.3797 0.25 -0.41 1.52
H 2.3112 0.1211 -3.3778 1.05 0.90 -0.78
H 1.1715 0.3686 -2.4469 0.12 -0.26 -0.30
O 1.5574 -0.3086 -3.0267 -0.98 -1.03 1.45
H -0.3801 -3.8577 0.8839 0.16 0.20 0.44
H -0.8426 -4.2121 -0.5145 -0.37 0.47 0.47
O -1.0613 -3.6357 0.2468 0.35 -0.68 -1.02
H 1.6194 2.8000 -3.3174 -1.27 1.24 -0.19
H 2.6857 2.5115 -2.2627 -0.23 0.46 0.40
O 2.3122 2.2222 -3.0927 1.65 -1.36 -0.29
H 4.2714 -0.4441 -1.1497 0.00 -0.05 0.10
H 3.5409 -1.3739 -0.1693 -0.40 -0.14 -0.25
O 4.2519 -0.7263 -0.2298 0.53 0.32 0.17
H -0.7303 -1.9970 -1.2269 -0.51 -0.12 0.84
H -2.0011 -1.3546 -1.9515 -1.71 0.37 0.82
O -1.1115 -1.6135 -2.0098 2.32 -0.20 -1.28
```
Positions in Å, forces in eV/Å.



(4)
Density functional theory data (ωB97M-V/def2-TZVPD) for a 16-piece molecular cluster, C3H38NO15 overall in a non-equilibrium geometry.

**Highest occupied orbital energy**: -12.9 eV
**Energy relative to the best compared isomer or geometry (same formula, charge and spin)**: 0.443 eV
**Total charge**: +1
**Lowest unoccupied orbital energy**: -2.691 eV
**DFT total energy**: -35925.6281 eV
**HOMO-LUMO gap**: 10.252 eV

Structure (XYZ):
```
57
Properties=species:S:1:pos:R:3:forces:R:3
C 0.7447 1.6784 0.1991 0.77 0.12 1.41
C -0.1091 0.4726 0.1124 -0.38 -0.07 -0.94
C 0.2756 -0.7738 0.3493 -0.65 1.20 0.46
N -0.7124 -1.8285 0.1396 0.12 -0.64 -0.53
H 1.4343 1.5351 1.0308 0.61 -0.25 -0.54
H 1.2661 1.8506 -0.7358 0.14 0.07 0.02
H 0.3028 2.6062 0.5614 -0.79 -0.28 -0.78
H -1.0824 0.6092 -0.3530 -0.28 -0.02 0.44
H 1.2385 -1.1094 0.6843 0.01 -0.05 0.10
H -0.6856 -2.1355 -0.8323 -0.21 -0.17 -0.09
H -0.4798 -2.6651 0.6503 0.35 -0.39 0.40
H -1.7099 -1.6939 0.3230 0.00 0.76 0.10
H -1.9816 2.2501 -2.3634 -0.06 0.38 0.14
H -2.6331 2.2706 -0.9730 -0.21 -0.19 0.21
O -2.7561 1.9411 -1.8734 0.18 -0.09 -0.22
H 0.6570 1.5300 4.6484 0.22 -0.01 0.07
H 1.1983 1.3916 3.1819 0.54 0.19 0.41
O 0.5183 1.8021 3.7410 -0.56 0.04 -0.23
H -3.1764 -3.5861 -1.2631 -0.16 -0.01 -0.12
H -2.9432 -2.0841 -1.6894 -0.56 -0.06 0.24
O -2.8691 -2.7321 -0.9562 0.38 -0.21 -0.03
H 1.1693 -2.1621 2.7569 0.25 0.03 0.08
H 2.4982 -1.8750 3.4273 0.24 0.06 -0.02
O 2.0653 -1.8232 2.5689 -0.34 -0.33 0.05
H -0.5140 -0.0717 -2.3596 -0.31 0.01 0.11
H -0.5847 0.2634 -3.8540 -0.24 0.01 -0.06
O -0.0008 0.2792 -3.0908 0.51 0.34 -0.12
H -0.5664 2.8033 2.8809 -0.46 -0.42 -0.19
H -1.0834 3.9217 1.9501 -0.22 0.09 -0.05
O -1.2692 3.0148 2.2143 1.50 1.71 1.09
H 3.5076 1.0722 2.0120 -0.04 0.42 -0.13
H 2.3970 0.0419 2.2564 0.28 -0.57 0.09
O 2.8403 0.7989 2.6535 -0.13 0.04 0.27
H 1.9871 -3.7000 -0.9882 0.11 0.07 0.32
H 0.9552 -2.9832 -1.8250 -0.11 0.15 0.03
O 1.4175 -2.9206 -0.9660 0.33 -0.62 -0.60
H -1.0161 -3.1665 3.7271 -0.49 0.39 0.20
H -0.9225 -1.5742 3.4046 -0.58 -0.24 0.40
O -0.4927 -2.4333 3.4009 0.84 -0.06 -0.70
H 0.1276 3.7564 -2.9863 -0.22 0.39 0.19
H 0.1235 2.3557 -2.5069 -0.04 -0.12 0.28
O -0.2013 3.2331 -2.2434 0.30 -0.35 -0.76
H 3.5547 2.5705 -0.3508 0.46 0.72 0.48
H 3.4072 1.1594 -0.2226 0.57 -0.42 0.56
O 3.8644 1.8841 0.2536 -0.63 -0.30 -1.14
H -4.2032 -0.5658 -3.0020 -0.06 -0.10 0.07
H -3.3266 0.3763 -2.1586 -0.01 -0.02 0.29
O -3.6079 -0.5635 -2.2452 0.12 0.18 -0.53
H 2.5780 -1.2310 -1.3250 -0.12 0.42 0.28
H 3.9813 -1.0773 -0.8647 0.21 0.41 0.12
O 3.1926 -0.5396 -1.0163 -0.07 -0.85 -0.30
H 0.4333 -1.7219 -3.4734 0.04 0.16 -0.51
H -0.2815 -3.0971 -3.8331 0.12 -0.09 -0.52
O -0.1603 -2.4166 -3.1754 -0.18 -0.23 1.00
H -2.1509 2.1556 1.5371 0.08 -0.18 0.15
H -3.5068 1.4625 1.6993 -0.08 -0.06 -0.17
O -2.7086 1.4442 1.1626 -1.08 -0.98 -0.79
```
Positions in Å, forces in eV/Å.



(5)
Density functional theory data (ωB97M-V/def2-TZVPD) for C3H3AgFO2 as an isolated structure in a non-equilibrium geometry.

**Highest occupied orbital energy**: -13.3 eV
**Energy relative to the best compared isomer or geometry (same formula, charge and spin)**: 3.576 eV
**Total charge**: +1
**Lowest unoccupied orbital energy**: -6.301 eV
**DFT total energy**: -13957.4276 eV
**HOMO-LUMO gap**: 6.998 eV

Structure (XYZ):
```
10
Properties=species:S:1:pos:R:3:forces:R:3
F -2.3045 1.0973 -0.7229 0.71 -0.38 -1.95
H -1.6669 0.7830 -1.7213 -0.42 0.29 3.94
O -0.4514 -1.0241 -0.2895 -0.81 0.48 0.46
C 0.4361 -1.1944 0.7316 0.40 -0.54 0.19
C -0.4940 0.2616 -0.7335 1.27 -0.69 -3.24
O 1.0939 -0.1111 0.8815 0.42 -0.41 0.80
C 0.6460 0.9145 -0.0456 -1.20 0.57 0.41
Ag 0.9276 -3.6923 2.0999 -0.23 1.02 -0.55
H 0.3414 1.8019 0.5247 0.18 -0.15 -0.12
H 1.4717 1.1636 -0.7250 -0.32 -0.18 0.04
```
Positions in Å, forces in eV/Å.



Q: Which of these has the lowest HOMO-LUMO gap?
A: C3H3AgFO2



Q: Which of these has the lowest energy relative to the best compared isomer or geometry (same formula, charge and spin)?
A: C3H32O14S



Q: The lowest lowest unoccupied orbital energy belongs to which entry?
A: C3H3AgFO2